{
  "formula": "C4H9N3",
  "method": "wB97M-V/def2-TZVPD",
  "symbols": ["C", "C", "C", "C", "N", "N", "N", "H", "H", "H", "H", "H", "H", "H", "H", "H"],
  "positions_angstrom": [[-0.623, -1.224, 0.078], [1.904, 0.685, 0.590], [1.551, -0.359, -0.464], [-2.313, 0.637, -0.087], [0.673, -1.468, -0.080], [-1.351, -0.222, -0.023], [0.920, 0.882, -0.433], [-1.242, -2.200, 0.396], [1.487, 0.439, 1.651], [2.770, 1.184, 0.598], [2.369, -0.509, -1.136], [-3.233, 0.229, 0.437], [-2.868, 0.883, -1.141], [-2.153, 1.670, 0.502], [1.202, -2.297, 0.179], [0.908, 1.671, -1.067]],
  "forces_ev_per_angstrom": [[0.1257, -4.3832, 0.9734], [-4.7234, -3.1035, 2.8876], [0.8069, 0.6139, 0.5422], [-4.3199, 4.8294, -1.4044], [0.3920, 1.9670, -0.4061], [3.4488, 0.3495, -0.3310], [-1.7018, 0.1210, 0.7451], [0.9315, 1.7198, -0.5685], [0.7365, 0.5938, -1.9374], [3.1485, 2.0313, -0.3684], [-0.1809, -0.8428, -0.9851], [0.3359, -0.0790, 0.2566], [1.7447, -0.8988, 1.9115], [-0.1422, -2.2508, -0.7410], [-0.9259, -0.5238, 0.0970], [0.3235, -0.1437, -0.6716]],
  "orbital_gap_ev": [6.27, 6.29],
  "charge": 2,
  "e_lumo_ev": [-13.35, -13.33],
  "e_homo_ev": [-19.62, -19.62]
}



{
  "formula": "C4H9N3",
  "method": "wB97M-V/def2-TZVPD",
  "symbols": ["C", "N", "C", "N", "N", "C", "C", "H", "H", "H", "H", "H", "H", "H", "H", "H"],
  "positions_angstrom": [[-2.463, 0.386, -0.111], [-1.115, -0.097, -0.042], [-0.595, -1.204, -0.558], [0.714, -1.155, -0.472], [1.176, -0.039, 0.052], [2.463, 0.442, 0.480], [-0.098, 0.631, 0.511], [-2.576, 1.402, 0.380], [-2.851, 0.253, -1.221], [-3.162, -0.176, 0.466], [-1.063, -2.054, -0.977], [1.501, -1.761, -0.798], [2.261, 1.316, 1.069], [3.030, -0.343, 0.967], [2.878, 0.765, -0.477], [-0.100, 1.634, 0.734]],
  "forces_ev_per_angstrom": [[-2.7537, 1.1146, -1.7287], [2.4861, 1.2008, 1.6885], [0.8386, -0.5872, -0.2865], [2.9087, -0.6388, -0.5574], [-8.2601, 3.2667, 3.7207], [0.9307, -0.3106, -1.6365], [3.7330, -4.4767, -4.3484], [0.5564, -0.9078, -1.2817], [0.9262, 0.9144, 2.2131], [-0.1137, -1.0838, 0.5894], [-0.8447, -0.5557, -0.4547], [-1.4202, -0.4367, -0.0709], [0.1665, 0.1913, 0.5244], [0.1695, 0.1139, 0.1835], [0.9028, 0.0640, 0.3344], [-0.2259, 2.1317, 1.1107]],
  "orbital_gap_ev": 10.70,
  "charge": 2,
  "e_lumo_ev": -10.18,
  "e_homo_ev": -20.88,
  "smiles": "C[n+]1c[nH][n+](C)c1"
}



Computed relative energy (zero: lowest compared OMol25 entry of this formula, charge and spin), in the same sequence as the records: 624.9; 204.2 kJ/mol.
Computed strongest force on any atom, in the same sequence as the records: 6.63; 9.63 eV Å⁻¹.